[1]
{"formula": "C18H21Br36FNO2", "method": "ωB97M-V/def2-TZVPD", "total_charge": -1, "energy_ha": -93667.77824, "gap_ev": 3.7, "homo_ev": -2.941, "symbols": ["N", "C", "O", "C", "C", "C", "C", "C", "O", "F", "H", "H", "H", "H", "H", "H", "H", "H", "H", "C", "Br", "Br", "Br", "H", "C", "Br", "Br", "Br", "H", "C", "Br", "Br", "Br", "H", "C", "Br", "Br", "Br", "H", "C", "Br", "Br", "Br", "H", "C", "Br", "Br", "Br", "H", "C", "Br", "Br", "Br", "H", "C", "Br", "Br", "Br", "H", "C", "Br", "Br", "Br", "H", "C", "Br", "Br", "Br", "H", "C", "Br", "Br", "Br", "H", "C", "Br", "Br", "Br", "H"], "positions_angstrom": [[-0.220, 1.982, 0.257], [0.439, 2.493, -1.000], [1.166, 1.583, -1.707], [0.341, 3.991, -1.643], [-0.385, 5.124, -0.714], [-1.820, 5.610, -1.411], [-3.113, 4.932, -0.665], [-3.340, 3.330, -1.036], [-2.697, 2.710, -2.054], [-4.254, 2.463, -0.203], [-0.580, 2.737, 0.878], [-0.924, 1.232, 0.080], [1.445, 4.374, -1.887], [-0.216, 3.992, -2.696], [0.311, 6.093, -0.763], [-0.486, 4.863, 0.421], [-1.892, 6.772, -1.186], [-3.010, 5.056, 0.496], [-4.077, 5.517, -1.056], [-7.347, 2.517, 1.278], [-7.461, 0.775, 2.136], [-8.743, 2.759, -0.055], [-7.328, 3.964, 2.578], [-6.389, 2.550, 0.748], [-1.767, 0.030, -4.348], [-0.680, -1.005, -3.110], [-0.805, 0.443, -5.987], [-3.473, -0.833, -4.708], [-1.989, 0.984, -3.858], [2.133, -3.446, -4.275], [3.220, -4.480, -3.038], [3.095, -3.033, -5.914], [0.427, -4.309, -4.635], [1.911, -2.492, -3.785], [4.485, -3.179, 0.800], [6.046, -3.354, -0.349], [4.959, -3.275, 2.684], [3.461, -1.577, 0.391], [3.836, -4.036, 0.590], [-4.252, -1.232, 1.173], [-4.026, -3.131, 1.528], [-4.248, -0.184, 2.811], [-2.947, -0.574, -0.111], [-5.240, -1.108, 0.716], [7.933, -4.173, -3.924], [6.894, -5.807, -4.105], [6.809, -2.587, -4.011], [9.037, -4.191, -2.323], [8.613, -4.130, -4.781], [-3.846, 6.174, 4.537], [-5.421, 5.639, 5.545], [-2.201, 5.731, 5.475], [-3.865, 5.456, 2.729], [-3.879, 7.265, 4.448], [-8.346, 5.508, 8.698], [-9.921, 4.972, 9.706], [-6.701, 5.064, 9.636], [-8.365, 4.789, 6.890], [-8.379, 6.599, 8.609], [11.196, -7.165, -4.303], [10.933, -5.528, -5.320], [12.791, -7.079, -3.192], [9.618, -7.636, -3.267], [11.355, -7.970, -5.028], [-5.638, -2.468, 6.575], [-4.227, -3.463, 5.678], [-5.126, -0.619, 6.897], [-7.330, -2.596, 5.624], [-5.785, -2.934, 7.554], [4.203, -4.350, -9.859], [5.824, -5.180, -10.542], [3.294, -5.489, -8.571], [4.546, -2.575, -9.141], [3.525, -4.225, -10.710], [5.703, -2.919, 6.527], [7.324, -3.749, 5.844], [4.794, -4.058, 7.815], [6.046, -1.144, 7.246], [5.025, -2.794, 5.676]], "atomic_forces_ev_per_a": [[0.6, 1.9, -2.1], [2.6, -4.4, -3.1], [-4.2, 4.9, 4.1], [0.5, 0.5, 0.7], [-0.6, 1.4, -1.1], [0.3, 0.0, 2.0], [0.1, 0.6, -0.4], [3.9, -2.9, -5.5], [-5.0, 3.8, 7.5], [1.9, 2.2, -1.7], [0.1, -0.8, -1.1], [1.1, 0.9, 0.1], [-2.2, -1.3, 0.7], [0.9, -0.4, 2.5], [-1.4, -2.1, 0.2], [0.3, 0.0, -1.7], [-0.3, -2.2, -0.2], [-0.6, -0.8, -1.8], [1.9, -1.5, 1.0], [0.2, 0.0, -0.1], [-0.4, 0.5, -0.2], [0.3, -0.1, 0.3], [-0.1, -0.4, -0.3], [-0.3, 0.0, 0.2], [0.0, 0.3, 0.2], [-0.3, 0.3, -0.3], [-0.2, -0.2, 0.4], [0.4, 0.1, 0.1], [0.1, -0.4, -0.1], [-0.1, 0.3, 0.1], [-0.2, 0.2, -0.3], [-0.3, -0.1, 0.6], [0.5, 0.1, 0.0], [0.1, -0.4, -0.2], [-0.3, 0.0, -0.3], [-0.3, 0.0, 0.4], [0.0, 0.0, -0.4], [0.3, -0.4, 0.1], [0.3, 0.4, 0.1], [-0.1, 0.3, -0.1], [0.0, 0.4, 0.0], [0.4, -0.4, -0.3], [-0.4, -0.4, 0.3], [0.4, 0.0, 0.2], [0.0, 0.1, -0.2], [-0.1, 0.7, 0.0], [0.3, -0.5, 0.0], [-0.3, 0.2, -0.3], [-0.3, 0.0, 0.4], [0.0, 0.3, -0.1], [0.4, 0.1, -0.2], [-0.4, 0.1, -0.2], [0.1, 0.2, 0.6], [0.0, -0.5, 0.1], [0.0, 0.2, -0.1], [0.4, 0.1, -0.2], [-0.4, 0.1, -0.3], [-0.2, 0.1, 0.6], [0.0, -0.5, 0.0], [-0.1, -0.3, 0.0], [0.2, -0.4, 0.2], [-0.4, 0.1, -0.3], [0.8, -0.2, -0.3], [-0.1, 0.4, 0.3], [0.0, -0.1, 0.2], [-0.4, 0.3, 0.2], [-0.1, -0.5, -0.2], [0.4, 0.1, 0.2], [0.1, 0.2, -0.5], [-0.3, 0.0, -0.1], [-0.3, 0.2, 0.2], [0.3, 0.2, -0.5], [0.0, -0.4, -0.2], [0.3, 0.0, 0.4], [-0.1, 0.1, -0.2], [-0.4, 0.2, 0.2], [0.3, 0.3, -0.3], [-0.1, -0.5, -0.2], [0.3, 0.0, 0.4]], "mulliken_charge": [-0.34, 0.28, -0.55, -0.40, -0.49, -0.88, 0.38, 0.32, -0.42, -0.24, 0.27, 0.10, 0.38, 0.18, 0.30, 0.20, 0.09, -0.68, 0.39, 0.37, -0.04, -0.03, 0.04, -0.31, 0.11, 0.03, -0.07, -0.05, 0.04, -0.16, 0.02, 0.05, -0.03, 0.13, -0.37, 0.08, -0.03, 0.04, 0.33, -0.36, -0.08, 0.02, 0.11, 0.33, -0.27, 0.05, -0.02, -0.01, 0.25, -0.40, 0.05, -0.05, 0.16, 0.38, -0.32, -0.06, -0.01, -0.03, 0.37, -0.32, -0.01, -0.02, -0.03, 0.38, -0.34, -0.01, -0.01, -0.01, 0.34, -0.29, -0.03, -0.02, -0.07, 0.36, -0.07, -0.01, -0.02, -0.01, 0.06]}

---

[2]
{"formula": "C3H8OS2", "method": "ωB97M-V/def2-TZVPD", "smiles": "C=[S@H](=O)CCS", "de_lowest_ev": 5.4988, "energy_ha": -990.50852, "gap_ev": 8.8, "homo_ev": -8.424, "symbols": ["C", "S", "O", "C", "C", "S", "H", "H", "H", "H", "H", "H", "H", "H"], "positions_angstrom": [[-2.761, -0.408, 0.022], [-1.264, 0.278, 0.067], [-1.258, 1.523, -0.608], [0.313, -0.649, -0.134], [1.558, 0.454, 0.496], [3.109, -0.121, -0.266], [-3.386, -0.411, -0.882], [-2.463, -1.464, 0.354], [-0.720, 0.839, 1.337], [0.360, -1.554, 0.461], [0.489, -0.551, -1.233], [1.646, 0.027, 1.423], [1.357, 1.451, 0.368], [3.017, 0.586, -1.403]], "atomic_forces_ev_per_a": [[2.1, -3.0, 1.2], [-0.2, 0.6, 2.5], [0.9, 2.3, -2.5], [1.2, 3.9, -0.5], [-1.2, -5.1, -3.1], [-0.1, 0.5, -0.1], [0.7, 0.6, 0.4], [-1.1, 0.9, -0.3], [-1.5, -1.5, -0.6], [0.0, -0.3, -0.6], [-0.2, -1.2, 0.8], [0.2, 0.1, 2.8], [-0.6, 2.2, -0.1], [0.0, -0.1, 0.0]], "mulliken_charge": [-0.82, 0.66, -0.58, -0.54, -1.00, -0.18, 0.31, 0.19, 0.12, 0.44, 0.32, 0.43, 0.52, 0.13]}

---

[3]
{"formula": "C16H48BeO8S8", "method": "ωB97M-V/def2-TZVPD", "total_charge": 2, "de_lowest_ev": 14.1369, "energy_ha": -4439.38289, "gap_ev": 2.2, "homo_ev": -12.534, "symbols": ["Be", "C", "S", "O", "C", "H", "H", "H", "H", "H", "H", "C", "S", "O", "C", "H", "H", "H", "H", "H", "H", "C", "S", "O", "C", "H", "H", "H", "H", "H", "H", "C", "S", "O", "C", "H", "H", "H", "H", "H", "H", "C", "S", "O", "C", "H", "H", "H", "H", "H", "H", "C", "S", "O", "C", "H", "H", "H", "H", "H", "H", "C", "S", "O", "C", "H", "H", "H", "H", "H", "H", "C", "S", "O", "C", "H", "H", "H", "H", "H", "H"], "positions_angstrom": [[0.091, -0.292, -0.674], [-4.010, 0.239, -5.780], [-3.522, -1.314, -4.835], [-2.217, -0.827, -4.163], [-4.816, -1.116, -3.529], [-4.388, 0.936, -5.032], [-4.862, 0.008, -6.419], [-3.152, 0.658, -6.305], [-5.819, -1.173, -3.952], [-4.732, -0.177, -2.983], [-4.509, -1.922, -2.863], [4.574, 3.681, 1.596], [2.931, 4.432, 1.019], [1.847, 3.347, 1.136], [2.866, 5.567, 2.511], [4.654, 3.689, 2.683], [5.330, 4.376, 1.230], [4.695, 2.679, 1.185], [2.305, 5.228, 3.382], [2.378, 6.476, 2.158], [3.923, 5.732, 2.717], [1.440, -2.093, 6.039], [2.116, -0.948, 4.706], [0.871, -0.611, 3.836], [2.379, 0.391, 5.935], [0.720, -1.677, 6.743], [2.293, -2.595, 6.496], [0.922, -2.925, 5.562], [2.959, 0.157, 6.828], [1.449, 0.885, 6.217], [2.933, 1.161, 5.398], [-0.949, -7.226, -0.233], [-0.522, -6.026, 1.039], [-0.932, -4.749, 0.370], [-1.763, -6.397, 2.376], [-0.119, -7.213, -0.939], [-1.929, -7.000, -0.652], [-0.800, -8.267, 0.055], [-2.765, -6.623, 2.009], [-1.864, -5.687, 3.197], [-1.407, -7.384, 2.670], [-5.140, 4.593, -2.865], [-3.473, 4.376, -2.068], [-2.749, 3.112, -2.435], [-2.722, 5.835, -2.829], [-5.681, 5.447, -2.457], [-5.821, 3.746, -2.774], [-5.029, 4.762, -3.936], [-3.018, 6.097, -3.845], [-1.717, 5.416, -2.794], [-2.932, 6.764, -2.298], [-6.493, -0.849, 2.562], [-4.744, -1.501, 2.516], [-3.855, -0.837, 1.452], [-4.318, -0.883, 4.189], [-7.185, -1.240, 3.307], [-6.848, -1.082, 1.559], [-6.414, 0.231, 2.688], [-4.085, 0.182, 4.203], [-3.336, -1.243, 4.495], [-4.950, -1.207, 5.016], [4.717, 2.764, -5.005], [3.283, 1.715, -5.454], [2.432, 1.705, -4.171], [2.408, 2.974, -6.562], [4.350, 3.690, -4.563], [5.236, 2.902, -5.954], [5.410, 2.600, -4.180], [1.775, 2.441, -7.271], [3.127, 3.709, -6.924], [1.509, 3.442, -6.162], [5.137, -4.650, 1.547], [5.294, -3.463, 0.131], [4.074, -2.506, 0.143], [6.703, -2.592, 0.962], [6.100, -4.916, 1.982], [4.674, -5.588, 1.239], [4.702, -4.224, 2.451], [7.514, -3.279, 1.205], [6.487, -2.053, 1.884], [6.976, -1.783, 0.285]], "atomic_forces_ev_per_a": [[-0.1, 0.0, 0.0], [-0.5, -0.8, 0.5], [1.0, 3.5, 0.9], [-1.4, -1.3, -0.6], [0.8, -0.4, -0.2], [0.4, 0.0, 0.1], [0.2, -0.1, -0.3], [-0.1, -0.4, 0.0], [0.1, -0.5, 0.0], [0.5, 0.1, -0.3], [-0.7, -0.1, 0.2], [-0.7, 0.5, -0.4], [-0.4, -1.9, 1.9], [1.5, 1.5, -0.1], [-0.2, 0.2, -1.1], [-0.4, -0.2, -0.1], [0.1, -0.2, -0.2], [-0.1, 0.2, -0.1], [0.2, -0.6, -0.3], [0.2, 0.1, 0.1], [-0.3, 0.3, 0.2], [0.4, -0.8, -1.1], [-3.3, -0.2, 0.9], [2.3, -0.2, 1.4], [0.2, 1.1, -0.9], [0.4, 0.6, -0.1], [0.1, 0.4, 0.4], [-0.1, 0.2, -0.5], [-0.1, -0.6, -0.2], [-0.3, -0.5, -0.1], [0.1, 0.0, -0.1], [0.8, -1.0, 0.3], [-1.3, 0.8, 0.1], [0.3, 0.1, 0.3], [0.1, -1.2, -0.9], [-0.2, 0.9, -0.4], [0.2, 0.0, 0.0], [-0.7, -0.1, 0.7], [0.0, 0.5, -0.6], [0.7, 0.1, -0.3], [0.2, 0.1, 0.7], [0.0, -0.6, -0.6], [-1.6, 0.3, 0.6], [-0.6, 1.0, -0.6], [0.2, -0.6, -0.5], [0.5, 0.1, 0.4], [0.4, -0.3, 0.4], [0.3, 0.0, 0.0], [0.0, -0.8, -0.2], [0.5, 1.1, -0.1], [0.4, -0.4, 0.7], [0.9, 0.6, -1.2], [0.3, 0.1, 0.4], [-1.8, -0.3, 1.8], [1.6, 0.2, 0.1], [0.6, -0.5, 0.1], [-0.2, 0.1, 0.1], [-0.1, 0.0, -0.1], [-0.9, 0.3, -0.3], [0.2, -0.6, -0.5], [-0.6, 0.1, -0.5], [-0.2, 1.0, -0.2], [-1.5, 1.6, 2.3], [0.8, -0.5, -1.4], [-0.4, -0.7, 0.2], [-0.7, 0.4, -0.9], [0.2, 0.3, 0.2], [0.0, -1.8, -0.3], [1.3, -0.6, -1.0], [-0.3, -0.3, -0.4], [0.7, 0.5, 1.6], [0.3, -0.3, 0.3], [-1.1, 1.3, 2.0], [2.0, -1.6, 0.1], [-0.2, 0.7, -0.4], [0.5, 0.0, -0.8], [-0.3, 0.3, 0.0], [-0.8, 0.4, -0.5], [0.0, 0.0, -0.6], [-0.8, -0.4, 0.1], [0.4, -0.3, -0.3]], "mulliken_charge": [0.88, -0.74, 0.49, -0.51, -0.85, 0.15, 0.37, 0.32, 0.40, 0.26, 0.30, -0.96, 0.50, -0.55, -0.84, 0.31, 0.40, 0.31, 0.30, 0.32, 0.31, -0.94, 0.51, -0.57, -0.89, 0.32, 0.38, 0.30, 0.37, 0.33, 0.27, -0.91, 0.50, -0.51, -0.88, 0.32, 0.31, 0.39, 0.31, 0.31, 0.34, -0.98, 0.53, -0.52, -0.88, 0.39, 0.33, 0.32, 0.33, 0.30, 0.36, -0.89, 0.48, -0.52, -0.94, 0.37, 0.30, 0.32, 0.34, 0.32, 0.37, -0.97, 0.52, -0.53, -0.86, 0.33, 0.37, 0.35, 0.36, 0.31, 0.31, -0.88, 0.48, -0.55, -0.94, 0.34, 0.32, 0.28, 0.38, 0.31, 0.31]}

---

[4]
{"formula": "C5H8N2", "method": "ωB97M-V/def2-TZVPD", "smiles": "Cc1cn(C)cn1", "de_lowest_ev": 0.8388, "energy_ha": -304.80467, "gap_ev": 9.8, "homo_ev": -8.836, "symbols": ["C", "C", "C", "N", "C", "C", "N", "H", "H", "H", "H", "H", "H", "H", "H"], "positions_angstrom": [[2.422, 0.409, 0.011], [1.048, -0.157, -0.110], [0.042, 0.170, -0.954], [-1.114, -0.519, -0.519], [-2.164, 0.335, 0.083], [-0.634, -1.294, 0.521], [0.607, -1.109, 0.820], [2.512, 0.889, 0.994], [3.181, -0.375, -0.043], [2.618, 1.161, -0.759], [0.042, 0.801, -1.835], [-2.749, 0.826, -0.686], [-2.824, -0.262, 0.726], [-1.664, 1.080, 0.720], [-1.323, -1.956, 1.030]], "atomic_forces_ev_per_a": [[0.1, 0.0, -0.1], [0.1, 0.1, -0.1], [0.0, 0.2, 0.2], [0.2, 0.0, 0.4], [-0.3, 0.2, -0.2], [0.2, -0.3, 0.3], [0.0, -0.2, -0.2], [0.0, -0.1, -0.2], [0.0, 0.1, 0.0], [0.0, -0.2, 0.1], [-0.1, 0.0, 0.3], [-0.1, 0.1, -0.1], [0.1, 0.1, -0.4], [-0.3, 0.0, -0.1], [0.2, 0.1, 0.2]], "mulliken_charge": [-1.03, 0.86, -0.75, -0.08, -0.89, -0.05, -0.59, 0.25, 0.27, 0.29, 0.35, 0.29, 0.32, 0.32, 0.44]}